# 1
119
Properties=species:S:1:pos:R:3 method="wB97M-V/def2-TZVPD" homo_energy_ev=-12.23 orbital_gap_ev=7.38 multiplicity=1 lumo_energy_ev=-4.847 total_charge=+2
Y 0.420 -0.204 0.284
Cl -3.713 -6.872 4.505
Cl -1.533 -9.633 0.457
Cl -0.411 -8.419 6.191
S -0.221 1.474 2.639
S -0.935 -6.965 8.724
P 2.027 -1.192 -1.969
P 3.329 0.078 0.045
O 0.126 -4.664 4.613
O 1.116 1.020 2.133
O -0.714 0.758 3.782
N 3.566 -0.838 -1.357
N -0.604 -2.098 1.202
N -1.612 -3.370 2.684
N -1.041 1.271 1.304
N -1.757 -0.085 -0.823
C 2.919 -2.367 3.854
C -0.444 -5.340 8.930
C -2.072 -0.741 -1.926
C -0.843 -2.294 2.493
C -1.200 -5.105 4.424
C -1.433 -8.343 1.601
C 3.907 -0.494 2.715
C 2.147 -2.710 -2.918
C 2.830 -3.919 -4.885
C 1.785 1.432 -2.820
C -1.261 -3.123 0.540
C 1.504 0.101 -3.143
C 0.297 2.179 -4.556
C -0.255 -6.496 2.550
C -3.414 1.555 1.975
C 2.774 -2.220 1.461
C 4.853 -1.301 -1.884
C -0.313 -7.528 1.626
C 6.861 2.085 0.429
C 0.204 4.077 2.016
C 4.172 2.672 0.046
C -2.478 -8.140 2.489
C 0.626 -0.176 -4.189
C 0.084 5.833 3.652
C 1.183 2.465 -3.527
C 3.640 -1.180 3.888
C -3.393 -0.975 -2.332
C -2.023 -3.897 3.982
C 1.691 -3.896 -2.348
C -4.773 1.326 1.661
C 2.719 -2.724 -4.194
C 3.477 -1.009 1.491
C -2.771 0.391 -0.035
C 0.296 5.416 2.341
C -0.103 3.169 3.028
C 0.284 -5.811 6.775
C -0.223 4.920 4.645
C 0.030 0.860 -4.894
C 0.901 -5.555 5.438
C -5.131 0.662 0.524
C -0.284 -6.996 7.144
C 2.494 -2.891 2.644
C -2.421 1.111 1.148
C -4.126 0.179 -0.349
C 2.373 -5.099 -4.310
C 6.442 3.403 0.293
C -1.284 -6.264 3.454
C 1.804 -5.091 -3.045
C -1.878 -3.918 1.447
C -4.410 -0.521 -1.541
C 5.101 3.700 0.109
C 4.588 1.346 0.166
C 0.179 -4.851 7.826
C -0.321 3.567 4.338
C 5.938 1.054 0.372
C -2.390 -7.103 3.403
H 0.526 6.144 1.574
H 2.527 1.668 -2.067
H -5.443 -0.691 -1.820
H 5.526 -1.521 -1.056
H -0.503 -1.661 3.300
H -1.897 -3.107 4.721
H 1.872 -5.076 5.551
H 0.155 6.884 3.896
H 4.711 -2.220 -2.449
H 0.503 -7.706 0.940
H 7.170 4.202 0.338
H -6.172 0.497 0.280
H -1.248 -1.105 -2.529
H 1.448 -6.011 -2.603
H 1.419 3.493 -3.288
H 0.419 -1.203 -4.467
H -5.536 1.693 2.333
H 2.685 -2.888 4.773
H 7.907 1.863 0.587
H 1.945 -3.822 2.624
H -0.390 5.255 5.659
H 0.618 -5.858 2.585
H -0.635 -4.840 9.866
H 5.314 -0.552 -2.528
H -2.486 -4.797 1.324
H 6.268 0.032 0.504
H 2.460 -6.030 -4.853
H -1.250 -3.215 -0.533
H 3.071 -1.805 -4.646
H 3.271 -3.931 -5.872
H -3.586 -1.510 -3.250
H -3.079 -4.157 3.928
H -0.169 2.984 -5.108
H -3.344 -8.786 2.477
H -0.634 0.636 -5.718
H -0.562 2.833 5.092
H 4.779 4.729 0.020
H 4.431 0.452 2.748
H 3.983 -0.780 4.833
H 3.118 2.894 -0.076
H 2.477 -2.655 0.510
H 1.055 -6.500 4.910
H 0.574 -3.847 7.757
H 0.347 3.734 1.000
H 1.244 -3.890 -1.359
H -3.154 2.094 2.878
H -1.650 -5.403 5.379


# 2
119
Properties=species:S:1:pos:R:3 method="wB97M-V/def2-TZVPD" homo_energy_ev="-3.26 / -3.23" orbital_gap_ev="5.36 / 5.32" multiplicity=5 lumo_energy_ev="2.099 / 2.095" total_charge=-1
Te -2.963 -0.236 -1.282
Fe -1.627 2.073 -0.073
S 0.872 1.703 1.691
S 0.491 0.900 -1.594
F -3.110 5.062 -1.449
F -3.597 3.256 -2.690
O -2.014 0.723 1.427
O 1.547 2.689 0.798
O -2.280 1.614 3.468
O -1.507 3.315 -1.568
N -1.455 3.845 1.391
N -2.528 4.756 3.081
N -5.068 3.406 1.985
N -3.842 2.785 0.273
C 3.810 2.201 6.985
C 7.084 1.771 -0.176
C -2.514 -0.515 -4.346
C 2.784 2.257 -2.332
C -3.305 -3.166 -4.514
C -2.978 -3.210 -7.012
C -3.394 -2.137 4.977
C 4.388 1.003 -0.409
C -2.069 0.920 -4.314
C -3.830 3.372 1.443
C 3.076 2.183 3.263
C 4.938 1.970 -1.282
C 6.304 2.329 -1.144
C 0.626 -0.705 -2.355
C 4.104 2.584 -2.248
C 3.010 0.666 -0.522
C -2.612 3.962 1.990
C 1.718 1.887 3.263
C -5.916 2.782 1.088
C 1.148 -0.824 -3.637
C -2.309 0.670 2.663
C -2.914 -1.183 -3.176
C -2.574 -1.819 2.338
C 2.061 -2.686 1.045
C 1.492 0.025 1.375
C 3.063 2.109 5.681
C 6.531 0.817 0.713
C 1.016 1.736 4.444
C -2.533 -1.185 -5.569
C -3.281 -3.245 4.145
C 2.309 -4.063 0.812
C 2.233 1.284 -1.470
C 3.765 -3.499 -1.015
C 0.882 -0.942 2.211
C -2.877 -3.083 2.827
C 0.100 -1.825 -1.725
C -2.680 -0.710 3.171
C -3.663 -3.341 -2.058
C 1.162 -2.262 2.056
C 3.136 -4.463 -0.194
C 0.019 -3.029 -2.407
C 5.224 0.445 0.599
C -3.291 -2.535 -3.274
C 2.691 -1.720 0.232
C 3.738 2.292 4.471
C 0.469 -3.143 -3.717
C 3.549 -2.168 -0.809
C -3.091 -0.874 4.489
C 2.396 -0.328 0.413
C -1.206 5.136 3.199
C -5.141 2.415 0.032
C 0.253 -4.409 -4.499
C 1.070 -2.034 -4.308
C -0.565 4.582 2.137
C 1.700 1.843 5.652
C -2.938 -2.506 -5.679
B -2.702 3.811 -1.830
H -0.262 -1.742 -0.709
H -2.824 -3.384 -1.358
H 3.303 -5.517 -0.377
H -3.616 -4.207 -4.571
H 4.802 -0.277 1.286
H -2.815 1.548 -3.830
H 4.504 1.365 7.093
H -3.509 -4.233 4.527
H 4.531 3.332 -2.906
H 6.714 3.070 -1.821
H -0.429 -3.888 -1.919
H 0.099 -5.260 -3.834
H -0.861 5.759 4.005
H -0.640 -4.308 -5.120
H 1.099 -4.626 -5.154
H -6.969 2.673 1.279
H 1.814 -4.790 1.444
H -1.890 1.291 -5.326
H 0.467 4.660 1.840
H -5.414 1.940 -0.894
H 1.581 0.043 -4.123
H -2.797 -3.943 2.172
H -3.220 4.840 3.803
H 7.148 0.390 1.493
H -3.941 -4.358 -2.343
H 4.415 -3.820 -1.819
H 2.131 2.738 -3.048
H -2.691 -2.535 -7.819
H -1.150 1.034 -3.738
H 8.122 2.060 -0.076
H -0.055 1.557 4.419
H 3.126 2.181 7.834
H -3.714 -2.259 6.005
H -2.298 -4.067 -7.031
H 1.443 -2.106 -5.324
H 4.023 -1.438 -1.451
H -3.979 -3.590 -7.229
H 0.191 -0.621 2.982
H 1.160 1.721 6.584
H 4.798 2.520 4.481
H 4.396 3.120 7.038
H 3.590 2.329 2.320
H -5.297 3.664 2.927
H -4.489 -2.880 -1.514
H -2.265 -1.673 1.309
H 0.683 -3.000 2.687
H -3.163 0.004 5.119
H -2.229 -0.648 -6.464


# 3
134
Properties=species:S:1:pos:R:3 method="wB97M-V/def2-TZVPD" homo_energy_ev=-9.93 orbital_gap_ev=8.40 multiplicity=1 smiles="O=[N+]([O-])c1ccccc1.O=[N+]([O-])c1ccccc1.O=[N+]([O-])c1ccccc1.O=[N+]([O-])c1ccccc1.O=[N+]([O-])c1ccccc1.O=[N+]([O-])c1ccccc1.O=[N+]([O-])c1ccccc1.O=[N+]([O-])c1ccccc1.O=[N+]([O-])c1ccccc1.ClCCCl" lumo_energy_ev=-1.522 total_charge=0
Cl -0.617 -1.376 -0.510
Cl -0.553 0.766 1.967
O 1.492 4.416 6.002
O -1.143 -1.468 6.004
O 5.423 -3.607 -5.612
O 1.174 3.856 -1.819
O -4.152 3.585 -1.138
O -0.906 3.504 -1.399
O 7.440 1.404 -0.715
O -8.489 -1.904 -2.882
O 2.800 -4.000 -0.730
O 6.759 3.237 0.164
O -2.511 -0.660 4.565
O -8.818 -0.467 -4.430
O 2.243 6.419 5.771
O 3.341 -6.005 -0.208
O 6.392 -2.082 -4.427
O -4.839 5.476 -0.414
O 1.347 0.498 5.005
O 2.202 -0.543 6.659
N -1.711 -1.508 4.926
N -8.136 -0.974 -3.575
N -4.357 4.386 -0.249
N 1.957 -0.425 5.487
N 2.542 -5.180 -0.586
N 5.406 -2.651 -4.859
N 6.590 2.095 -0.192
N 0.074 3.448 -2.131
N 1.720 5.411 5.341
C -4.036 2.179 2.712
C -3.415 4.818 1.989
C -1.426 2.788 -3.958
C -0.937 0.359 -0.738
C 2.763 -0.445 -3.424
C -0.993 -5.095 -1.719
C 3.869 -0.452 0.049
C 4.110 -2.139 -4.409
C -4.345 2.658 1.456
C 1.659 -1.271 -3.531
C -0.121 2.947 -3.485
C -1.650 -3.656 1.931
C 1.722 6.430 3.104
C 4.190 2.330 0.228
C -0.427 -7.361 -1.113
C 5.273 1.496 0.015
C -6.806 -0.433 -3.307
C -1.027 -4.802 2.404
C -4.024 3.957 1.103
C -1.372 -6.418 -1.528
C 1.800 -1.662 3.373
C -4.406 0.738 -2.576
C -0.519 2.056 -6.071
C -1.914 -2.581 2.766
C 0.660 4.292 3.415
C -5.980 -1.093 -2.413
C 2.932 1.760 0.345
C 2.770 0.390 0.263
C -1.525 1.047 0.479
C 1.188 -5.619 -0.945
C 0.304 -4.685 -1.436
C -6.413 0.756 -3.890
C 3.997 -3.201 4.107
C -1.431 -2.648 4.071
C -3.054 4.325 3.235
C -0.636 -4.856 3.734
C 0.767 2.235 -5.575
C 0.204 4.306 2.108
C 4.028 -0.912 -3.791
C -1.607 2.345 -5.244
C 5.113 0.116 -0.102
C 2.415 -1.488 4.588
C -4.796 -0.491 -2.025
C 0.867 -6.962 -0.857
C 0.548 5.387 1.306
C 1.360 5.379 3.926
C -3.347 3.008 3.590
C 3.367 -3.373 2.881
C 3.511 -2.242 4.985
C -0.733 -3.737 4.547
C 0.971 2.729 -4.300
C 1.768 -2.551 -4.069
C 1.418 6.378 1.748
C -5.195 1.320 -3.544
C 2.982 -2.931 -4.590
C 2.271 -2.615 2.482
H 1.639 7.228 1.119
H -0.691 -8.408 -1.163
H -1.524 2.118 0.319
H 0.917 -3.219 -4.071
H 2.078 2.416 0.475
H 3.743 -1.513 -0.121
H 0.481 3.467 4.095
H -2.450 -1.703 2.445
H 0.719 -0.924 -3.115
H 6.031 -0.386 -0.388
H -3.132 5.834 1.748
H -0.275 3.432 1.695
H 1.662 -7.662 -0.638
H -4.863 2.231 -4.026
H -2.198 2.988 -3.224
H -3.066 2.639 4.568
H -2.492 4.913 3.946
H 0.605 -3.665 -1.623
H -6.165 -2.014 -1.877
H -1.701 -4.359 -2.075
H -1.538 0.522 -1.630
H 1.012 -0.962 3.132
H -0.769 -5.629 1.754
H -4.225 1.134 2.921
H -2.486 0.595 0.704
H 2.172 7.332 3.498
H -0.734 1.618 -7.035
H 1.581 2.082 -6.272
H 1.728 -2.848 1.578
H 3.122 -3.897 -5.060
H 0.047 0.786 -0.949
H 4.826 -3.821 4.415
H 3.643 -4.209 2.246
H 4.877 -0.313 -3.492
H -4.755 2.035 0.670
H -1.979 -3.575 0.902
H 0.263 5.399 0.260
H -0.338 -3.798 5.550
H -0.118 -5.753 4.051
H -7.139 1.238 -4.532
H 4.394 3.391 0.287
H 2.653 0.545 -3.000
H 1.808 -0.088 0.407
H 1.984 2.914 -3.967
H -2.398 -6.719 -1.683
H -4.156 -0.985 -1.304
H -2.604 2.141 -5.615
H 3.919 -2.142 5.980
H -3.468 1.137 -2.218


# 4
110
Properties=species:S:1:pos:R:3 method="wB97M-V/def2-TZVPD" homo_energy_ev=-8.68 orbital_gap_ev=3.74 multiplicity=1 lumo_energy_ev=-4.943 total_charge=+1
O -6.058 3.252 -1.280
N 0.975 4.504 -3.709
N -3.632 -4.009 0.619
N 4.070 -2.566 3.133
C 4.330 7.036 -3.800
C -4.123 -1.891 1.811
C -5.051 -0.804 -0.780
C -4.181 -2.717 0.586
C 1.986 3.128 -1.956
C -4.866 1.290 -1.957
C 2.553 -0.308 0.601
C 3.719 -6.222 2.565
C 0.413 0.976 0.659
C 4.952 -2.083 5.383
C 5.066 -4.076 1.460
C 4.425 5.757 -4.317
C -2.621 -6.104 -0.110
C 2.032 6.669 -3.264
C -3.218 0.011 2.979
C 0.192 4.256 -4.897
C -3.307 -0.761 1.843
C -2.374 -5.930 1.410
C -4.761 -1.445 4.087
C 5.932 -1.570 6.201
C 5.090 -2.019 4.000
C 1.346 0.078 1.230
C 5.193 -5.325 0.900
C 3.145 -1.674 2.482
C -2.826 -4.502 1.760
C -5.971 -0.203 0.088
C -0.137 3.039 -6.942
C -0.537 2.450 -1.030
C 3.586 -4.974 3.126
C 6.227 -1.427 3.458
C -3.950 -0.327 4.101
C 4.519 -6.399 1.450
C 7.061 -0.990 5.653
C 1.870 2.272 -0.899
C -5.776 1.895 -1.084
C -6.333 1.111 -0.068
C 0.599 1.875 -0.419
C 7.206 -0.920 4.280
C -0.915 5.043 -5.199
C -3.313 -4.812 -0.588
C 0.567 3.245 -5.778
C 4.257 -3.886 2.577
C 1.049 -0.505 2.480
C 2.117 5.382 -3.786
C -6.873 3.824 -0.287
C 1.933 -1.346 3.093
C 3.431 -1.154 1.216
C -4.850 -2.223 2.954
C -0.412 3.289 -2.100
C -1.230 3.832 -7.236
C 3.324 4.933 -4.314
C -4.588 -2.173 -0.602
C 0.849 3.636 -2.588
C -1.619 4.830 -6.361
C -4.524 -0.029 -1.822
C 3.134 7.491 -3.275
H -1.199 5.818 -4.508
H -0.568 0.983 1.106
H 5.821 -1.630 7.271
H -2.748 -0.499 0.961
H 4.069 -2.544 5.791
H 1.423 2.638 -5.536
H 0.171 2.266 -7.628
H -1.324 -6.103 1.677
H 1.094 6.994 -2.847
H -4.232 -5.012 -1.148
H -5.335 -1.701 4.962
H 3.384 3.928 -4.695
H -1.979 -3.825 1.901
H -1.686 -6.281 -0.656
H -2.954 -6.666 1.981
H -5.488 -3.090 2.935
H 2.757 1.954 -0.385
H 2.955 3.412 -2.326
H -1.513 2.211 -0.646
H -6.431 3.661 0.698
H -2.590 0.886 2.989
H -4.456 -2.756 -1.496
H -7.057 1.544 0.599
H 4.611 -7.376 1.007
H -3.252 -6.979 -0.307
H 3.204 -7.061 3.001
H 2.748 0.007 -0.406
H 1.709 -1.782 4.049
H 8.091 -0.476 3.854
H 5.591 -3.234 1.044
H -1.783 3.670 -8.146
H -2.471 5.448 -6.591
H 6.329 -1.378 2.388
H -3.883 0.280 4.988
H -2.663 -4.216 -1.237
H -4.423 1.900 -2.724
H 2.968 -4.811 3.992
H -1.277 3.724 -2.565
H 5.821 -5.465 0.036
H 7.824 -0.587 6.297
H -3.423 -4.466 2.676
H 3.061 8.485 -2.867
H 0.113 -0.271 2.955
H 5.361 5.402 -4.716
H 4.351 -1.430 0.733
H -6.942 4.896 -0.468
H -6.396 -0.790 0.886
H -7.873 3.390 -0.339
H -3.801 -0.474 -2.485
H 5.194 7.677 -3.791


Calculated largest force on an atom (eV Å⁻¹), listed in the same order as above: 0.54 0.95 1.55 2.33
Calculated calculated total energy (eV), listed in the same order as above: -151279.3697 -142474.4968 -134153.5102 -65393.5816